Entry 1:
{"formula": "C6H14N2O", "method": "ωB97M-V/def2-TZVPD", "homo_energy_ev": -6.7, "smiles": "C/C(N)=C\\N.C=C(C)O", "e_lumo_ev": 0.90, "orbital_gap_ha": 0.28067, "symbols": ["C", "C", "H", "O", "H", "H", "C", "H", "N", "C", "C", "H", "H", "H", "C", "H", "H", "H", "H", "H", "N", "H", "H"], "coordinates": [[1.02143, 2.03247, -1.25379], [-0.29398, -0.60697, 1.50105], [-0.20337, -2.28433, -0.62879], [0.79780, -0.11693, -2.42033], [-1.44830, -3.06211, 0.20661], [1.16199, -0.40663, 0.02986], [0.26971, 0.74509, -1.45789], [1.47464, -1.77477, 1.19925], [-0.59471, 0.43377, 2.40052], [-1.26278, -1.06834, 0.65225], [-1.04483, 0.58876, -1.14479], [0.01910, 0.47158, 3.20013], [1.07037, 2.61697, -2.17836], [0.53017, 2.63874, -0.49240], [1.12285, -0.74449, 1.13493], [1.78057, -0.08305, 1.69724], [2.04245, 1.83389, -0.91715], [1.73665, 0.07282, -2.53083], [-1.64751, -0.08524, -1.73427], [-1.55213, 1.39196, -0.63786], [-1.11495, -2.19839, -0.19870], [-1.56679, 0.45791, 2.67915], [-2.29839, -0.85272, 0.89416]], "forces_ev_per_a": [[0.2247, -0.4056, 0.5513], [-1.5073, 0.4043, -1.0005], [-0.1112, -0.1221, 0.1218], [0.2474, 0.0474, 0.3947], [0.2358, 0.0829, -0.0140], [0.2752, -0.5085, 1.5099], [-2.0432, 0.6686, -1.2653], [0.1074, 0.0294, -0.0971], [-0.0252, 0.2164, -0.0791], [0.4718, -1.3666, 2.3785], [1.5948, 0.9388, -1.2707], [-0.0400, -0.0100, -0.0064], [-0.0464, -0.1939, -0.0033], [0.0354, -0.0665, -0.0197], [0.4172, 0.0955, -1.3693], [-0.0259, -0.0934, 0.1185], [0.1119, 0.1452, 0.0014], [-0.0984, -0.0259, 0.0298], [0.0552, -0.4526, 0.3767], [0.0446, -0.0271, 0.3645], [-0.0008, 0.4894, -0.6956], [0.1276, -0.0259, 0.0608], [-0.0507, 0.1800, -0.0871]]}

***

Entry 2:
{"formula": "C6H14N2O2", "method": "ωB97M-V/def2-TZVPD", "s_squared": 0.7503, "homo_energy_ev": [0.8, -6.3], "charge": -1, "e_lumo_ev": [3.54, 3.43], "multiplicity": 2, "orbital_gap_ha": [0.10138, 0.35596], "symbols": ["H", "C", "N", "H", "H", "H", "C", "H", "H", "O", "H", "H", "C", "H", "H", "N", "O", "H", "H", "C", "H", "H", "C", "C"], "coordinates": [[3.07638, 2.54232, 0.73506], [0.62424, 3.30097, 0.82535], [-0.75744, -1.73724, -0.08440], [-0.38553, -0.33718, -2.03800], [-1.70621, -2.10579, 1.79745], [0.10886, -1.24757, -0.24852], [-1.76244, -1.57468, -0.91839], [3.94565, 0.28093, 0.20222], [2.43606, -0.21330, -0.04403], [0.27551, 1.18318, -0.13221], [-1.42143, -1.43719, -3.03338], [-2.04405, 0.20068, -2.36881], [2.86676, 0.41405, 0.67538], [-0.01627, -2.54339, 1.74205], [-1.50778, -3.40049, 0.84230], [2.40487, 1.75616, 0.71436], [-2.88973, -2.11349, -0.68879], [-0.42877, 3.13827, 1.17393], [0.63539, 4.04100, 0.01700], [-1.38157, -0.79603, -2.12225], [1.15963, 3.63260, 1.67044], [2.94027, -0.06321, 1.69589], [-0.99074, -2.48947, 1.14490], [1.07534, 1.94889, 0.39745]], "forces_ev_per_a": [[-0.6066, -0.4465, 0.1918], [-2.1899, 0.0203, -0.2608], [0.4963, -0.3326, 1.6573], [-0.1919, -0.4682, 0.0762], [-1.2151, 1.6097, 0.9308], [-0.1144, 0.1901, 0.3027], [-2.7605, -0.9456, 0.1678], [-1.4179, 1.0029, 1.2398], [-1.7135, -0.7154, -0.6440], [0.9482, -0.5516, 0.3025], [-0.0454, 0.4251, 0.6480], [1.1206, -2.7443, 0.8988], [4.4182, -0.9213, 0.3864], [-1.3243, -0.4800, -1.0919], [0.8065, -0.6225, 0.1580], [-1.4670, -0.9844, -0.8974], [2.0740, 1.2650, -0.8136], [0.7091, 0.4429, -0.4732], [0.0034, -0.1592, 0.0902], [-1.0778, 2.8627, -2.3186], [0.8510, 0.6187, 0.8271], [-0.3936, 0.3899, -0.9924], [2.1975, -0.6153, -0.5505], [0.8932, 1.1598, 0.1650]]}

***

Entry 3:
{"formula": "C6H14N2O2", "method": "ωB97M-V/def2-TZVPD", "homo_energy_ev": -9.3, "smiles": "CNC(C)=O.CNC(C)=O", "e_lumo_ev": 0.68, "orbital_gap_ha": 0.36757, "symbols": ["H", "O", "O", "H", "N", "H", "H", "H", "H", "C", "C", "H", "N", "C", "H", "H", "H", "C", "H", "C", "H", "H", "C", "H"], "coordinates": [[0.70570, 3.16018, 0.18197], [-0.32624, 1.09985, 1.76375], [1.40049, -1.97038, -1.94698], [-0.83463, -2.64049, -0.99439], [1.71737, -0.91097, 0.06181], [1.01199, 1.73280, -0.59853], [3.49873, -1.53115, -0.82421], [3.54809, -1.54273, 0.90006], [-2.43820, -0.24294, 1.60023], [3.17249, -0.97368, 0.04694], [-0.69616, 1.53326, 0.69354], [-0.75054, -1.63620, 0.51534], [-1.88259, 1.09593, 0.10371], [0.14788, 2.33632, -0.25859], [-3.25776, -0.46831, 0.17409], [-0.31574, 2.53405, -1.22362], [-1.10520, -0.95659, -1.06193], [-0.50613, -1.70412, -0.53882], [1.24089, -0.37737, 0.77862], [0.95689, -1.54401, -0.90203], [3.52685, 0.05602, 0.12535], [-2.20380, 1.69124, -0.63759], [-2.88638, 0.35598, 0.80562], [-3.72401, 0.90331, 1.23568]], "forces_ev_per_a": [[-0.7185, 0.4092, 0.1452], [0.2894, 0.2619, 0.2474], [0.2706, -0.1597, -0.0315], [0.0930, -0.1241, 0.3866], [-0.2583, -0.6991, -0.7057], [-0.4424, -0.4269, 0.4350], [-0.0108, 0.4786, -0.3460], [-0.1048, 0.1303, 0.1966], [0.2873, 0.5608, 0.2316], [-0.5419, 0.2617, 0.5383], [-0.7789, -1.1625, -0.9963], [0.1960, -0.1346, 0.1310], [0.5414, 1.3606, 0.5164], [1.4696, -0.4357, -0.5952], [-0.2458, 0.5989, -0.2025], [-0.3601, 0.6059, 0.3161], [0.1961, 0.1656, 0.0257], [-0.3726, 0.0214, -0.9357], [0.1060, -0.3516, 0.0688], [-0.0662, 0.5029, 1.0781], [0.5493, -0.2464, -0.3597], [-0.0979, -0.0604, -0.2370], [-0.1197, -1.8819, 0.2763], [0.1190, 0.3254, -0.1836]]}

***

Entry 4:
{"formula": "C6H14N2O2", "method": "ωB97M-V/def2-TZVPD", "homo_energy_ev": -9.8, "smiles": "CNC(C)=O.CNC(C)=O", "e_lumo_ev": 0.44, "orbital_gap_ha": 0.37748, "symbols": ["N", "C", "C", "H", "H", "H", "O", "C", "N", "H", "H", "H", "H", "C", "C", "H", "H", "C", "H", "O", "H", "H", "H", "H"], "coordinates": [[-0.42927, 0.96708, 1.81105], [-1.18793, -1.89435, -0.43060], [-0.92990, 2.31621, 2.03161], [2.56376, -0.41873, 2.18388], [-0.66556, 0.39986, -1.50155], [1.19737, -1.39863, 1.94172], [1.50060, 1.66466, 2.66989], [0.39912, 0.04340, -3.23548], [-0.12423, -0.31978, -1.94752], [1.96952, -0.39498, 0.57829], [-2.13989, -2.38984, -0.58814], [-0.28503, 3.01987, 1.58138], [-0.24632, -0.34543, -4.01626], [0.91571, 0.79684, 2.04383], [-0.40048, -1.63418, -1.69417], [-0.91515, 0.43284, 1.12297], [-0.49861, -2.45480, 0.18519], [1.63737, -0.45782, 1.61570], [-1.40595, -1.06308, 0.23011], [-0.07236, -2.52035, -2.45004], [-1.92648, 2.37872, 1.60136], [1.35556, -0.43961, -3.44225], [0.56438, 1.10855, -3.37187], [-0.87625, 2.60355, 3.08093]], "forces_ev_per_a": [[0.5680, 0.3411, 0.0753], [0.4439, 0.0711, 0.6468], [-0.4316, -0.6095, 0.4468], [0.1452, 0.0991, 0.0460], [-0.0448, -0.2216, 0.3330], [-0.5100, 0.0447, -0.5997], [0.1933, -0.0512, -0.2211], [0.6539, -0.5193, -0.9621], [0.1676, 0.3805, 0.0779], [-0.5430, -0.3544, -0.1382], [0.2349, -0.4373, -0.2527], [0.6881, 0.8764, -0.9111], [-0.2785, 0.1750, -0.2871], [-0.4212, 0.1082, 0.5543], [-1.0076, 0.8071, -0.1000], [0.1321, -0.3555, -0.1296], [-0.1725, -0.8476, 0.1644], [0.8054, 0.2443, 0.5688], [-0.0523, 0.5989, -0.4651], [0.2422, -0.1853, 0.0590], [-0.0898, 0.1442, 0.2862], [0.0537, -0.0410, 0.3458], [-0.2955, 0.0798, 0.3557], [-0.4816, -0.3478, 0.1068]]}

***

Entry 5:
{"formula": "C6H14N2O2", "method": "ωB97M-V/def2-TZVPD", "homo_energy_ev": -8.9, "smiles": "CC(C)N=O.CC(C)N=O", "e_lumo_ev": -0.16, "orbital_gap_ha": 0.32129, "symbols": ["H", "H", "C", "C", "H", "C", "H", "C", "C", "H", "H", "N", "H", "O", "H", "N", "H", "H", "O", "H", "H", "H", "C", "H"], "coordinates": [[1.82924, 2.51864, 1.49119], [-0.23290, -1.90085, 3.40484], [0.66501, 3.25269, -1.29981], [0.69864, 1.96218, -0.35592], [-1.29936, -1.98697, -0.18150], [-0.49631, -2.82414, -0.00813], [1.33710, 2.93238, -2.11375], [0.17816, -2.47064, 1.31348], [-0.82165, -2.13371, 2.43406], [-1.10464, -1.11455, 2.23106], [-0.26643, 3.58672, -1.71022], [1.11950, -1.35468, 1.15317], [1.58769, 1.33200, -0.58868], [-1.11974, 0.75755, 0.34954], [-1.37350, -2.98557, 2.73372], [-0.46744, 0.98467, -0.65146], [0.42055, 1.38184, 1.75643], [1.11167, 4.09328, -0.77494], [1.34780, -0.98119, 0.04403], [-1.11895, -3.69646, 0.06652], [0.78073, -3.28564, 1.53090], [0.21193, -3.00197, -0.90410], [0.77184, 2.19302, 1.14707], [0.05376, 3.10246, 1.27591]], "forces_ev_per_a": [[-1.7523, -0.4953, -0.7074], [-0.3603, -0.6110, -1.3744], [1.5159, -2.0249, 0.5154], [0.1470, -0.8635, 0.2601], [1.7363, -1.2738, -0.3623], [-1.1677, 1.6591, -1.3462], [-0.4065, 0.7248, -0.0048], [-1.6460, 0.3733, -1.7095], [4.1450, 1.2685, 1.6180], [-1.8226, -0.1071, -0.2500], [-0.7651, -0.2943, 0.0301], [0.6071, 0.6439, 1.0660], [-0.6400, 0.4494, -0.4738], [0.5103, -0.0396, -1.8157], [-1.5635, -0.2254, -0.3337], [-0.3952, 0.9307, 1.3706], [0.0534, -0.3052, 0.0721], [0.1338, -0.0600, 0.0943], [-0.0638, -0.3918, -0.2213], [-0.0609, -0.6818, 0.3616], [1.5054, -1.5566, 1.0562], [-1.1621, 0.6998, 1.5544], [0.2423, 3.6578, 0.0389], [1.2095, -1.4771, 0.5613]]}

***

Energy above the lowest of the compared OMol25 structures with the same formula, charge and spin, respectively: 74.75, 42.66, 19.55, 24.65, 171.13 kcal per mole.